106
Properties=species:S:1:pos:R:3:forces:R:3 method="wB97M-V/def2-TZVPD" de_lowest_kj_mol=0.0 total_charge=0 multiplicity=1 smiles="NC(N)=O.NC(N)=O.NC(N)=O.NC(N)=O.NC(N)=O.CC(C)O.CC(C)O.CC(C)O.CC(C)O.CCO.CCO" largest_force_ha_per_bohr=0.1760 energy_ha=-2213.75722
O 2.113917 0.288779 0.023221 0.0 0.3 -0.1
O -1.532343 3.129939 -3.461239 -0.7 -0.5 2.0
O -5.742453 3.062579 0.602741 -0.3 -0.4 -0.5
O -1.088773 0.809109 3.807531 -1.1 0.7 0.4
O 6.081427 -0.672191 -2.428549 1.7 -0.9 -1.9
O -2.749483 -3.453391 -3.715459 0.7 1.6 0.1
O 0.141527 -4.645531 4.547151 -0.6 0.4 0.8
O 0.245677 1.194459 -3.921149 -1.0 1.2 0.0
O 3.697097 2.645079 -4.254489 0.1 -0.3 -0.4
O 2.996557 -1.605991 1.981061 1.3 0.5 1.5
O -1.535013 -2.106061 4.194331 1.5 0.5 -0.2
N 5.463757 -0.339081 -0.381829 2.5 -1.1 8.6
N -1.638323 3.083859 4.072871 -2.8 0.8 -0.4
N -0.649903 -2.745731 -4.060989 2.0 -0.8 -1.9
N 1.996457 3.502829 -3.038359 -4.7 -1.9 0.6
N 1.602627 -0.477851 -3.419339 1.9 -2.3 1.5
N -1.840973 -1.662351 -2.582699 -0.6 1.4 1.1
N 3.754967 4.545469 -2.974989 3.1 3.7 1.4
N 1.079617 -0.170331 -5.498429 0.2 -0.5 -3.9
N 4.170907 0.328429 -1.878269 -3.6 1.9 -2.5
N 0.289157 2.397549 4.565721 1.9 -1.1 0.6
C 5.308877 -0.252341 -1.610409 -0.7 0.4 -4.8
C -5.276413 2.208499 -0.468799 0.5 1.0 0.1
C -1.934623 5.122789 -4.552259 0.4 0.6 -2.1
C 3.203397 3.484899 -3.524139 1.3 -0.8 -0.7
C -1.241853 3.748729 -4.672819 -0.9 1.0 2.0
C 0.226917 1.633329 -0.399589 -0.1 0.6 -0.2
C -0.922193 1.982259 4.153461 2.0 -1.4 -0.8
C -3.940163 1.690209 -0.049409 -0.2 -1.9 0.8
C -0.054663 -0.651241 0.610821 0.5 0.7 1.0
C 0.949217 0.277799 -4.291729 -0.5 0.5 2.2
C -2.849193 -2.304311 4.612951 -0.3 -0.5 -0.1
C 0.821037 0.631029 0.500291 -0.3 -1.9 0.3
C 0.971407 -6.512521 3.381351 0.5 0.6 -0.9
C 2.872847 0.147589 3.568001 -1.8 1.9 0.7
C -1.784973 2.911709 -5.789889 0.4 -0.2 -1.0
C -2.785913 -3.263311 5.776261 -0.7 -0.7 -0.5
C 0.116147 -4.322791 2.134071 0.2 -1.1 0.8
C -1.836273 -2.629301 -3.504499 -2.3 -2.4 0.8
C -3.571443 -2.808341 3.341641 -0.4 -0.6 0.2
C 3.678207 -0.992731 3.130151 0.4 -0.3 -0.1
C 0.803067 -4.952631 3.371611 0.7 -1.6 -0.8
H -6.688573 2.904149 0.639481 -0.1 0.3 0.2
H 1.850387 -0.786881 -5.712609 -0.4 0.2 -0.3
H -4.128303 1.156439 0.882151 0.4 0.6 0.7
H 2.516177 0.887399 2.851361 0.1 -0.6 -0.9
H -3.173793 -2.289411 2.469471 -0.3 0.4 0.1
H 3.965947 0.557819 -2.840279 0.2 0.2 0.1
H -1.073133 2.977049 -6.612749 -0.3 0.0 -0.5
H -4.659053 -2.877611 3.321521 -0.1 0.7 0.3
H 0.173107 1.226729 -1.409479 -0.3 0.1 -0.1
H 0.146257 -2.207201 -3.750829 -0.1 -0.3 -0.3
H 1.396117 2.711129 -3.219709 -0.4 0.2 0.1
H -6.011813 1.425279 -0.652789 0.2 -0.1 -0.1
H 1.160267 -6.919111 4.374891 -0.6 0.4 0.2
H 3.744017 -1.633701 4.009311 -0.3 -0.7 -0.3
H -0.753673 1.891229 0.000461 -0.1 0.2 -0.4
H 2.322637 -1.064381 -3.816429 0.0 -0.1 0.4
H 1.694907 4.259179 -2.440789 -0.5 -0.7 -0.4
H -0.160203 3.883219 -4.679309 0.2 0.1 -0.7
H -0.506653 -3.959241 4.372591 0.0 0.5 0.1
H 1.716397 -0.355381 -2.423269 -0.2 0.8 -0.1
H -5.093263 2.799679 -1.366049 -0.6 0.1 -0.2
H -2.033433 -2.985781 6.514401 -0.3 0.3 0.0
H -0.769003 -4.922091 1.920861 -0.3 0.2 -0.1
H 3.163317 4.973819 -2.277439 1.0 0.4 -0.2
H 1.833917 -4.599211 3.394691 0.3 0.5 0.3
H 0.573427 0.264859 -6.256369 0.3 0.0 0.2
H -1.027093 3.886229 4.124771 -1.6 0.4 -0.3
H -3.796563 -3.332781 6.178601 0.1 -0.2 0.5
H 3.648457 0.833999 -1.177159 0.0 -0.2 -0.2
H -0.396693 -1.083971 -0.329309 -0.3 0.4 0.0
H -2.613383 3.050239 3.811671 0.3 0.5 -0.1
H 0.757777 -4.366671 1.254021 0.0 0.2 0.0
H -3.153723 2.441099 0.026541 -0.2 -0.1 0.0
H -1.509083 -1.159951 4.033701 0.9 0.4 -0.3
H -3.161043 -1.344301 5.024321 -0.8 0.1 -0.4
H -1.519693 5.635899 -5.419819 -0.1 0.5 -0.3
H -1.803283 5.840409 -3.742399 0.6 -0.8 0.5
H 4.775697 -0.002061 0.276271 0.4 -0.1 0.0
H 0.917207 1.011669 1.517131 -0.1 0.2 0.1
H -2.785633 3.200169 -6.111719 0.1 0.2 0.0
H 0.446507 -1.452551 1.153801 0.5 0.1 -0.1
H -0.572523 -3.555581 -4.659529 0.4 0.3 0.1
H -2.687123 -1.411421 -2.091619 0.4 -0.1 -0.1
H -1.139743 2.254549 -3.427229 0.2 -0.1 -0.2
H 0.415687 3.367899 4.815741 0.8 -0.8 0.3
H 4.661907 4.970139 -3.106189 -0.2 -0.6 -0.3
H 2.386027 -0.383041 0.652681 0.6 -0.6 0.0
H 0.861447 2.519059 -0.430379 -0.1 0.2 0.0
H 4.722327 -0.701081 3.016831 0.1 -0.1 -1.1
H -0.814433 -0.349791 1.331911 -0.8 -0.3 -0.5
H -3.327933 -3.851291 3.139061 0.6 -0.2 0.3
H 1.895917 -6.791581 2.875881 0.0 0.1 -0.5
H -2.513153 -4.248651 5.398361 0.0 -0.2 0.1
H -3.640433 0.802499 -0.606389 0.3 0.5 -0.9
H -3.003273 5.117069 -4.766869 -0.1 -0.6 0.2
H 3.320577 0.866609 4.254031 0.6 -0.7 0.6
H 6.401997 -0.577901 -0.094149 -0.4 -0.1 0.4
H 3.310797 -2.513101 1.977981 -0.1 -0.3 -0.4
H -0.169053 -3.304661 2.398951 0.0 0.0 -0.3
H 1.979727 -0.271641 4.031341 -0.2 0.3 0.1
H 0.160257 -7.030151 2.869301 -0.2 0.0 0.3
H -1.842773 1.861929 -5.502299 0.1 0.1 0.1
H 0.973647 1.654879 4.564811 0.4 0.7 0.3
H -0.975163 -1.159061 -2.451639 -0.6 0.3 0.2


130
Properties=species:S:1:pos:R:3:forces:R:3 method="wB97M-V/def2-TZVPD" total_charge=0 multiplicity=4 s2=3.752 largest_force_ha_per_bohr=0.1464 energy_ha=-7121.02103
Ti -1.707828 -2.219994 0.450219 0.0 -0.4 0.7
S -0.424031 0.261787 -1.684717 -4.0 0.9 -6.3
S 1.047265 -0.109067 0.152939 2.4 -0.6 4.3
P -0.669514 0.165749 5.983556 0.9 0.6 0.4
P -3.628759 -1.563109 -7.215641 -0.4 0.2 0.7
P -2.663714 3.157396 -4.424203 0.2 0.7 -0.7
P 2.864982 4.946668 3.526244 -0.2 0.3 0.1
P -0.593874 -4.157344 3.171277 2.0 -1.8 1.1
P 5.460032 -3.421162 1.182575 -0.8 0.3 -0.2
F 1.051277 -0.956873 1.509577 -0.6 -0.2 -0.6
F -2.025851 0.321404 -1.827280 -0.2 -0.1 0.1
O -2.975225 3.904427 -5.792384 0.1 -0.3 0.2
O -2.102991 4.362054 -3.539650 -0.3 -0.7 -0.4
O -3.008105 -2.125925 -5.839516 -0.3 0.1 -1.0
O -1.811554 1.957675 -4.571380 -0.2 0.4 0.3
O -1.524282 1.501192 6.201786 0.0 -0.8 -0.4
O 2.078922 -0.736606 -0.609261 -1.1 0.3 -0.5
O 4.417032 -2.500871 0.382838 0.0 -1.0 1.0
O -4.262006 -0.131466 -6.756563 0.9 -0.5 -1.1
O 4.024242 4.989242 4.423513 -0.5 -0.1 -0.4
O 1.274547 1.204858 0.672823 -0.7 -0.4 -0.8
O -0.101284 -0.659716 -2.753652 0.5 1.0 1.5
O 1.675498 4.054772 4.089780 0.3 -0.4 -0.1
O 5.692843 -4.615136 0.170761 -0.2 0.2 0.1
O 0.794829 0.717011 5.670238 -0.4 -0.3 0.3
O -1.470602 -5.463293 3.479865 0.3 1.3 -0.2
O 0.678553 -4.848039 2.454795 -1.8 0.4 0.5
O 5.020000 -3.820399 2.528445 0.0 0.4 -0.5
O -0.080800 1.653374 -1.779782 0.6 -1.4 0.7
O -1.258238 -3.087644 2.399264 0.0 0.1 -0.2
O 3.128304 4.402307 2.051691 -0.7 0.5 0.4
O -4.608537 -2.459646 -7.842266 0.9 0.4 0.4
O -0.458036 -0.385763 7.475264 -0.2 0.6 -0.7
O 1.116962 2.092521 -4.799859 0.3 0.3 0.0
O -4.120905 2.911538 -3.876984 0.4 -0.4 0.1
O -3.893056 -2.986018 -1.924599 0.6 -0.3 -0.5
O 2.122016 6.347717 3.247067 0.2 -1.0 0.4
O -0.023624 -3.728970 4.602992 -0.9 0.3 -1.5
O -1.205397 -0.772661 5.006321 -0.4 0.1 0.1
O 6.825169 -2.626526 1.130078 0.1 0.1 -0.3
O -2.053380 0.130702 1.910318 -0.3 -0.7 0.2
O -2.387861 -1.158368 -8.143662 -1.0 -0.1 0.5
N -0.530327 -0.413969 -0.279599 3.3 0.2 1.2
C 1.366395 0.599006 4.361484 -0.3 0.2 -0.5
C -2.544079 -5.785893 2.610897 -0.9 -1.2 -0.7
C -2.055309 -1.354083 -5.085844 -0.5 0.1 0.7
C -5.349017 -0.027368 -5.867128 -0.2 -0.3 1.3
C 6.438974 -5.741803 0.593947 0.8 -0.9 0.4
C 4.758563 -1.920102 -0.856065 1.3 0.6 -1.0
C 2.786988 7.389260 2.549842 0.2 0.0 -1.0
C -2.221879 1.494389 2.195436 -0.1 0.8 0.4
C -1.401802 -1.329261 7.970366 0.4 -0.8 0.6
C 3.609744 3.089569 1.784806 0.9 -0.3 -0.6
C 1.397719 0.896264 -5.492567 -1.0 -0.2 -0.3
C 0.355833 -4.704297 5.576933 -0.1 -0.2 0.4
C 7.019680 -1.465318 1.964080 -0.1 -0.9 0.7
C -3.143219 3.106946 -6.964130 -0.5 -0.4 -0.7
C -1.076510 2.465255 7.141003 0.1 1.2 0.3
C 0.444733 3.913004 3.388531 -1.1 1.4 -0.2
C -1.540891 -0.040013 -7.894806 0.5 0.5 0.0
C -4.755187 -2.047256 -2.553335 -0.5 0.3 1.1
C -4.278107 2.209385 -2.640347 -0.5 0.3 0.9
C 1.823229 -4.066028 2.132699 0.7 0.7 -0.1
C -0.716276 4.656817 -3.721801 1.3 0.4 0.0
H 2.939262 2.502828 1.155883 -0.3 0.5 0.2
H -4.316928 -1.047817 -2.512029 0.1 0.0 -0.4
H 7.394433 -5.764771 0.068939 -0.1 0.1 -0.1
H -0.816281 3.399364 6.635734 0.0 -0.2 -0.3
H 4.254299 -2.352071 -1.720325 -0.5 -0.1 0.4
H 2.013593 -3.264102 2.851562 -0.1 -0.2 0.2
H 1.871538 -0.354984 4.225682 0.1 0.0 0.2
H -0.256792 4.609928 3.853352 -0.1 -0.2 0.2
H 5.921058 -6.683351 0.409140 -0.3 0.3 -0.4
H 4.518761 3.257511 1.204451 0.1 -0.3 0.2
H -1.453171 -1.208659 9.052993 0.1 0.1 -0.1
H -1.384375 0.497844 -8.829962 -0.2 -0.1 -0.1
H 8.014720 -1.610436 2.378075 0.1 0.6 -0.2
H 3.844188 2.499436 2.671050 0.0 0.3 0.2
H -0.187156 2.189997 7.705809 -0.2 -0.4 0.0
H 0.183283 2.085976 -4.539714 0.0 -0.2 -0.1
H 0.126873 -5.713918 5.241572 0.1 0.0 0.0
H 2.920446 8.284818 3.154204 0.0 -0.2 0.2
H -2.155170 -0.282891 -5.252104 0.1 0.0 -0.2
H 5.825942 -2.041144 -1.072191 0.0 -0.1 0.2
H 4.585211 -0.846453 -0.804230 -0.3 -0.1 0.0
H -3.638321 2.148030 -6.791099 0.2 0.0 0.4
H -4.991019 -2.352022 -3.567387 0.3 -0.1 -0.1
H -5.691400 -1.997948 -1.988776 -0.1 0.0 -0.2
H 2.411110 0.892788 -5.885546 0.1 0.1 0.3
H 1.414139 -4.610114 5.814530 0.0 0.1 -0.3
H -5.027064 0.610387 -5.039379 -0.1 0.2 -0.2
H 0.731680 0.794578 -6.357955 0.1 0.1 -0.1
H -2.317408 -1.506302 -4.039393 0.2 -0.2 0.0
H 2.034019 1.446663 4.230835 0.2 -0.1 0.2
H -0.313426 4.354983 -4.690665 -0.3 -0.5 0.0
H -3.503983 -5.790041 3.129144 0.2 0.5 0.2
H 0.613679 0.666661 3.574052 -0.2 -0.1 0.2
H -1.898396 2.721878 7.809878 0.0 -0.3 0.1
H -3.992863 -2.962221 -0.966709 -0.3 0.1 0.1
H -2.189469 2.913133 -7.451730 0.1 0.1 0.1
H 2.679779 -4.733560 2.163593 0.0 0.1 -0.2
H 6.648398 -5.769649 1.665768 -0.1 0.5 0.0
H 3.744027 7.034896 2.159862 0.1 0.2 0.2
H -0.126364 4.207454 -2.924615 -0.1 -0.3 -0.1
H -1.548406 0.016215 1.096733 0.0 0.9 0.1
H 1.708296 -3.575222 1.164281 0.0 -0.3 -0.1
H -0.552720 -0.351635 -7.558292 -0.1 -0.4 0.1
H 2.175363 7.636306 1.678266 0.0 0.1 0.1
H 6.336466 -1.515522 2.814327 -0.1 0.2 -0.1
H -1.946593 0.641564 -7.149760 -0.1 -0.1 -0.1
H -3.414064 2.288309 -1.981446 0.1 0.2 -0.2
H -5.618941 -0.972434 -5.389691 0.1 -0.2 -0.3
H -2.592906 -5.169210 1.714446 0.0 0.2 0.2
H -0.496180 5.725591 -3.705144 -0.8 0.1 0.3
H -6.258740 0.365500 -6.317538 0.3 0.1 -0.4
H -4.491338 1.144893 -2.724188 0.0 0.0 -0.6
H 6.871168 -0.545699 1.405981 0.2 0.0 -0.1
H -0.965232 -2.308551 7.756724 -0.4 -0.1 0.1
H -2.452036 -6.816991 2.258604 0.5 0.1 0.1
H 0.453970 4.260593 2.353161 0.6 -0.2 -0.1
H -1.037341 -1.702249 -5.242425 0.0 0.0 -0.2
H -5.128840 2.695243 -2.164172 0.0 -0.1 0.1
H -2.417015 -1.273333 7.577292 0.2 0.3 -0.3
H -2.539989 1.618147 3.232032 0.0 -0.4 0.0
H -0.005683 2.925167 3.399691 0.7 -0.2 0.4
H -1.295317 2.070389 2.109249 0.1 -0.2 -0.3
H -0.208998 -4.488647 6.483748 -0.1 0.0 -0.1
H -3.808513 3.614004 -7.661467 0.2 0.4 0.1
H -2.983768 1.994708 1.589566 0.0 -0.2 -0.3
H 1.184231 0.023866 -4.869503 0.4 -0.1 0.1